Record 1
The following is a quantum chemistry calculation of a cluster of 16 separate species, C58H116F3N9O20 in total in a non-equilibrium geometry, from the OMol25 dataset.

Geometry as XYZ:
```
206
Properties=species:S:1:pos:R:3:mulliken_charge:R:1
C -4.81887 -1.80089 11.51569 0.938
C -4.31048 -1.80316 12.86545 0.005
N -3.86697 -1.89453 13.92925 -0.497
H -4.03713 -1.70135 10.76264 -0.159
H -5.55026 -0.99481 11.45727 -0.313
H -5.34201 -2.75688 11.49346 0.041
C -10.46676 0.33484 6.28536 -0.059
C -11.87286 0.80839 6.24901 0.259
N -12.92871 1.24514 6.23564 -0.566
H -10.42440 -0.74808 6.16869 0.314
H -10.03788 0.67287 7.22870 -0.464
H -10.06807 0.79455 5.38103 0.490
C -9.11172 6.53309 12.85229 -0.647
C -9.48356 6.23043 11.48183 0.389
N -9.84365 6.00835 10.44184 -0.351
H -8.37442 5.79933 13.17802 0.188
H -9.99756 6.40997 13.47538 0.082
H -8.64415 7.51295 12.94900 0.391
C -15.66466 3.21188 7.11273 -0.189
C -16.29218 2.77291 8.33809 0.479
N -16.84200 2.50194 9.32423 -0.522
H -15.44705 4.26747 7.27544 -0.057
H -16.28594 3.07407 6.22779 0.366
H -14.69039 2.77564 6.89228 0.017
C -6.16612 -1.50208 6.72381 -0.129
C -6.72446 -0.18722 6.49685 0.277
N -7.13268 0.87142 6.28862 -0.453
H -5.86530 -1.63484 7.76304 -0.192
H -5.27366 -1.70268 6.13104 0.492
H -7.00027 -2.16452 6.49261 0.100
C -7.99021 3.29697 8.16866 0.694
C -8.80387 3.83957 7.14567 -0.051
N -9.44310 4.23720 6.29866 -0.611
H -8.45883 2.31622 8.24999 -0.717
H -7.96288 3.95973 9.03358 0.421
H -6.97095 3.18790 7.79808 0.264
C -12.05726 7.04220 7.55224 -0.518
C -13.50772 6.99062 7.35967 0.383
N -14.62235 7.00162 7.13806 -0.462
H -11.78226 7.86541 8.21163 0.296
H -11.66156 7.35780 6.58688 0.333
H -11.61577 6.06580 7.75184 -0.026
C -16.87525 5.71790 10.55941 -1.034
C -15.48198 5.31945 10.60037 0.428
N -14.37137 4.90711 10.56394 -0.333
H -17.29521 5.37286 9.61458 0.314
H -16.95285 6.79454 10.71081 0.377
H -17.42076 5.24192 11.37425 0.285
C -14.21590 -3.89078 13.27897 -0.068
C -13.84757 -3.87151 11.86475 0.527
N -13.49486 -3.82146 10.71255 -0.505
H -13.30196 -3.82971 13.86980 -0.354
H -14.59342 -4.89259 13.48377 0.440
H -14.93047 -3.10446 13.52226 -0.049
C -14.19526 7.14857 14.68508 -0.852
O -13.32649 6.03886 14.40668 -0.293
C -14.06253 4.91789 14.02254 -0.885
C -13.10950 3.73042 13.56511 0.364
O -12.58839 2.89914 14.61751 -0.185
C -11.41415 3.45030 15.27127 -0.594
C -10.06731 2.82338 14.99449 -0.301
O -9.56764 3.12570 13.70044 -0.325
C -10.05173 2.20615 12.71750 0.326
H -14.75588 7.03177 15.61252 0.334
H -14.81130 7.47437 13.84696 0.292
H -13.53717 7.94204 15.03922 0.270
H -14.79319 5.15084 13.24796 0.059
H -14.56636 4.67229 14.95738 0.486
H -12.29516 3.94300 12.87246 0.461
H -13.76618 3.07642 12.99139 -0.158
H -11.64561 3.13584 16.28894 0.362
H -11.42153 4.53673 15.35905 0.240
H -10.05803 1.79733 15.36224 0.091
H -9.39394 3.34892 15.67160 0.428
H -9.71104 2.50711 11.72681 -0.013
H -11.13590 2.24299 12.61114 -0.617
H -9.75439 1.17050 12.88221 0.386
C -11.72131 -9.58729 18.35509 -0.764
O -11.98786 -8.28002 18.01642 -0.289
C -12.64885 -8.12087 16.77935 -0.798
C -12.49006 -6.62187 16.32337 -0.077
O -11.10623 -6.45005 16.05116 -0.365
C -10.71432 -5.13477 15.73251 0.735
C -9.39998 -5.03371 14.90486 -0.792
O -9.45688 -5.62400 13.56936 -0.448
C -10.38194 -5.05114 12.66586 -0.502
H -12.51403 -10.27928 18.07077 0.322
H -11.64481 -9.56694 19.44221 0.236
H -10.84716 -9.92388 17.79772 0.290
H -13.70431 -8.36163 16.90638 0.436
H -12.31904 -8.73528 15.94160 0.361
H -12.88503 -5.92460 17.06223 0.285
H -13.03770 -6.40942 15.40519 0.174
H -10.62822 -4.58967 16.67248 0.442
H -11.53480 -4.62918 15.22330 -0.618
H -8.62471 -5.51095 15.50427 0.396
H -9.13868 -3.97674 14.85343 0.300
H -10.29986 -5.42214 11.64423 0.343
H -10.52609 -3.97250 12.60381 0.141
H -11.32924 -5.51729 12.93683 0.319
C -7.78859 0.04268 9.84978 -0.044
O -7.65286 -1.32834 9.71656 0.972
C -8.50892 -2.06142 10.56572 -1.320
C -10.04116 -1.96475 10.26623 -1.062
O -10.70696 -0.75398 10.64665 1.422
C -12.02428 -0.71022 10.16461 -0.161
C -12.45688 0.76720 10.18606 0.496
O -11.64469 1.65056 9.37779 0.119
C -11.97143 3.00397 9.69611 -0.104
H -7.67126 0.50837 10.82828 0.333
H -8.73794 0.45141 9.50368 -0.676
H -6.97656 0.45124 9.24831 0.029
H -8.34007 -1.78330 11.60603 0.504
H -8.25495 -3.10545 10.38241 -0.051
H -10.58505 -2.81449 10.67881 0.136
H -10.08333 -2.25790 9.21724 0.278
H -12.65557 -1.22408 10.88954 -0.404
H -12.17501 -1.12926 9.16974 0.148
H -12.48661 1.05080 11.23810 -1.208
H -13.49627 0.85706 9.87030 0.498
H -11.20953 3.66375 9.28104 -0.009
H -11.96288 3.20121 10.76809 -0.120
H -12.85016 3.31437 9.13080 0.134
C -16.94525 1.90241 13.74911 -0.291
O -16.79662 0.58000 14.35049 -0.450
C -15.91505 -0.33691 13.70928 -0.772
C -14.45469 0.12545 13.76525 0.223
O -13.58300 -0.98541 13.44960 -0.086
C -12.20195 -0.73140 13.65191 0.647
C -11.82992 -0.82206 15.17413 -1.490
O -12.29608 -2.02650 15.76091 0.025
C -12.02895 -2.14328 17.11208 -1.035
H -17.59104 2.52438 14.36895 0.314
H -17.50692 1.80148 12.82043 0.314
H -16.00313 2.41494 13.55467 -0.053
H -16.23784 -0.50015 12.68105 0.350
H -15.96304 -1.28419 14.24638 0.256
H -14.27688 0.60857 14.72603 0.429
H -14.31056 0.85785 12.97095 -0.255
H -11.83183 0.23532 13.31048 -0.401
H -11.52844 -1.44773 13.18142 -0.163
H -12.23298 0.00794 15.75442 0.364
H -10.75000 -0.84817 15.31977 0.822
H -12.63119 -1.53775 17.78937 0.324
H -10.96662 -2.08275 17.34851 0.458
H -12.45600 -3.04826 17.54422 0.192
C -16.97129 -9.19467 5.15581 -0.594
O -15.65463 -9.39924 4.50914 -0.384
C -14.52914 -9.20366 5.40591 -0.674
C -14.29564 -7.68641 5.69214 -0.204
O -15.34501 -6.96094 6.29300 -0.300
C -15.48448 -5.52317 6.08634 -0.716
C -14.56205 -4.85756 7.14518 -0.381
O -13.17613 -4.81930 6.66457 -0.464
C -12.29700 -4.31047 7.66554 -0.339
H -17.75966 -9.63676 4.54661 0.283
H -17.25465 -8.15420 5.31467 0.186
H -17.03933 -9.71494 6.11120 0.267
H -13.65222 -9.74511 5.05104 0.369
H -14.76663 -9.66340 6.36526 0.346
H -14.04648 -7.31276 4.69896 0.298
H -13.43146 -7.57669 6.34731 0.267
H -16.49417 -5.17683 6.30694 0.345
H -15.17818 -5.28090 5.06870 0.353
H -14.72420 -5.39028 8.08220 0.301
H -14.91623 -3.84028 7.31191 0.442
H -12.27963 -4.96296 8.53850 0.246
H -12.73324 -3.37475 8.01516 0.145
H -11.24417 -4.25675 7.38849 0.206
C -0.47142 4.47159 13.01908 -0.773
O -1.43259 4.14351 12.02269 -0.253
C -2.61826 4.91872 12.21998 -0.642
C -3.63920 4.46612 11.15418 -0.470
O -4.20486 3.14858 11.28786 -0.401
C -4.95358 2.73908 10.15744 0.028
C -4.16325 2.11284 9.05824 -0.542
O -3.69603 0.87694 9.62271 -0.124
C -2.82924 0.08712 8.82331 -0.986
H -0.82930 4.18023 14.00657 0.319
H -0.25489 5.53968 13.03897 0.298
H 0.46536 3.93668 12.86281 0.240
H -2.32386 5.94581 12.00426 0.401
H -3.06295 4.82022 13.21026 0.393
H -3.12004 4.61968 10.20814 0.280
H -4.43897 5.20671 11.15094 0.391
H -5.58500 3.56368 9.82658 0.481
H -5.60986 1.96160 10.54847 -0.288
H -3.27778 2.67931 8.76988 0.453
H -4.74558 1.87428 8.16824 0.309
H -1.81634 0.44515 8.63904 0.297
H -3.30410 -0.10017 7.86022 0.325
H -2.72811 -0.91893 9.23041 0.263
C -4.24070 -7.16611 8.82398 -1.122
C -5.25316 -6.55859 9.79725 -0.049
O -6.42125 -6.19870 9.11168 -0.314
C -6.64362 -4.98532 8.57288 0.256
O -5.99064 -3.93229 8.76280 -0.464
C -7.77007 -4.91744 7.50316 0.879
F -8.45464 -6.03043 7.48450 -0.276
F -8.60989 -3.97023 7.87291 -0.012
F -7.32067 -4.64971 6.31156 -0.265
H -4.58416 -7.89965 8.09456 0.321
H -3.44070 -7.66985 9.36651 0.382
H -3.87247 -6.32081 8.24263 0.288
H -5.03347 -5.68259 10.40755 0.231
H -5.56575 -7.33053 10.50046 0.252
```

Results
calculated total energy = -4576.18612 a.u.
charge = 0
gap between HOMO and LUMO = 9.3 eV

Record 2
The following is a quantum chemistry calculation of a structure of composition C13H18NO8PS2Ti, from the OMol25 dataset.

Geometry as XYZ:
```
44
Properties=species:S:1:pos:R:3:mulliken_charge:R:1
Ti 0.12613 0.83808 0.33774 0.308
O 2.88544 2.87016 -2.32142 -0.466
C 1.90941 2.38685 -1.57512 0.258
O 1.99523 1.35723 -0.93372 -0.302
C 0.65767 3.18728 -1.56508 0.425
C 0.39250 4.35949 -2.24305 -0.657
C -0.86986 4.92580 -2.07526 -0.351
C -1.80437 4.31807 -1.25326 -0.801
C -1.44820 3.13977 -0.61236 0.409
N -0.25019 2.61427 -0.78513 0.326
C -2.32240 2.31668 0.31772 0.352
O -3.44834 2.65523 0.57167 -0.659
O -1.69713 1.25189 0.75117 -0.344
H 3.64745 2.27244 -2.26146 0.383
H 1.14214 4.80918 -2.87747 0.558
H -1.11709 5.84386 -2.59087 0.454
H -2.79334 4.72414 -1.09432 0.550
O 0.96040 0.73161 1.94808 -0.307
O 0.88656 2.06306 1.46484 -0.184
C -3.43815 -2.04779 1.72586 -1.465
C -2.16320 -2.65682 1.18330 0.498
C -1.14729 -2.95333 2.26482 -1.060
O -1.66357 -1.68182 0.22892 -0.300
P -0.41714 -1.86815 -0.73874 0.851
S -0.16149 -3.63908 -1.43267 -0.391
S -0.55823 -0.24206 -1.91665 -0.435
O 0.75549 -1.29843 0.30312 -0.116
C 2.19595 -1.63157 0.33257 0.686
C 2.79890 -1.77232 -1.05214 -1.380
C 2.40087 -2.85629 1.19519 -1.511
H -3.93008 -2.75335 2.39665 0.424
H -4.11973 -1.80161 0.91292 0.375
H -3.21474 -1.13119 2.27289 0.296
H -2.38174 -3.56693 0.61890 0.330
H -0.88169 -2.04322 2.80586 0.249
H -0.24751 -3.40142 1.84753 0.133
H -1.58002 -3.66496 2.96974 0.489
H 2.61318 -0.75809 0.83285 0.207
H 2.50210 -2.70663 -1.52281 0.345
H 3.88540 -1.76283 -0.94605 0.465
H 2.50514 -0.94766 -1.69858 0.257
H 1.92243 -3.72548 0.74280 0.280
H 2.00228 -2.69874 2.19626 0.357
H 3.47086 -3.05531 1.27476 0.469
```

Results
calculated total energy = -3150.25821 a.u.
charge = 0
energy relative to the best compared isomer or geometry (same formula, charge and spin) = 5.6 kcal per mole
gap between HOMO and LUMO = 7.3 eV

- charge of number 1 (C58H116F3N9O20)?
  0